Entry from the OMol25 dataset: 2 unconnected molecules or ions with the total composition C5H8O2 in a non-equilibrium geometry (ωB97M-V/def2-TZVPD).

* LUMO: 0.9 eV
* gap between HOMO and LUMO: 9.59 eV
* SMILES: C/C=C/O.C=C=O

Last column: Löwdin charge in e.
Cartesian coordinates (Å):
C (-1.815, -0.463, 0.429)  -0.35
C (-2.023, 0.778, 0.183)  0.01
C (0.645, 0.086, -1.222)  -0.24
C (1.049, -0.462, -0.059)  -0.18
C (1.426, 0.299, 1.228)  -0.06
O (-1.621, -1.558, 0.684)  0.18
O (0.252, -0.637, -2.365)  -0.03
H (-2.584, 1.474, 0.835)  0.08
H (-1.605, 1.020, -0.819)  0.08
H (0.778, 1.165, -1.366)  0.13
H (0.953, -1.488, -0.028)  0.07
H (2.429, 0.060, 1.546)  0.07
H (0.644, -0.049, 1.924)  0.08
H (1.331, 1.333, 1.018)  0.06
H (0.141, -1.558, -1.991)  0.12

---

Entry from the OMol25 dataset: C6H12O in the gas phase in a non-equilibrium geometry (ωB97M-V/def2-TZVPD).

* LUMO: 0.8 eV
* gap between HOMO and LUMO: 10.54 eV
* SMILES: CCC(C)(C)C=O

Last column: Löwdin charge in e.
Cartesian coordinates (Å):
C (-0.361, -0.345, 0.093)  -0.53
C (1.082, 0.056, 0.501)  -0.21
C (-1.401, 0.381, 0.962)  -0.05
C (-0.678, -0.085, -1.387)  -0.06
C (1.744, 1.159, -0.314)  -0.11
C (-0.511, -1.836, 0.397)  -0.21
O (-1.040, -2.653, -0.348)  0.05
H (-0.139, -2.155, 1.388)  0.13
H (1.096, 0.359, 1.557)  0.11
H (1.740, -0.822, 0.447)  0.11
H (-1.458, 1.446, 0.716)  0.09
H (-2.400, -0.052, 0.824)  0.09
H (-1.626, -0.549, -1.684)  0.09
H (-0.767, 0.987, -1.595)  0.08
H (-1.166, 0.292, 2.029)  0.08
H (0.098, -0.498, -2.040)  0.09
H (2.745, 1.360, 0.084)  0.08
H (1.871, 0.863, -1.359)  0.07
H (1.170, 2.089, -0.274)  0.08

---

Entry from the OMol25 dataset: 8 unconnected molecules or ions with the total composition C26H56ClN17O7 in a non-equilibrium geometry (ωB97M-V/def2-TZVPD).

* LUMO: 0.3 eV
* gap between HOMO and LUMO: 7.39 eV
* SMILES: CC[C@H](C)[C@@](C#N)(C[C@H](C)Cl)[C@H](C#N)CCCCn1cccc1.NC(N)=O.NC(N)=O.NC(N)=O.NC(N)=O.NC(N)=O.NC(N)=O.NC(N)=O

Last column: Löwdin charge in e.
Cartesian coordinates (Å):
C (0.618, -3.892, 1.846)  -0.10
C (0.328, -2.750, 0.754)  -0.21
C (-1.224, -2.338, 0.732)  -0.28
C (-1.956, -3.546, -0.020)  -0.07
C (-1.433, -0.942, -0.010)  -0.31
C (-0.451, -0.973, -1.240)  -0.16
N (0.330, -1.027, -2.080)  0.21
C (-2.931, -0.642, -0.429)  -0.16
C (-3.123, -0.348, -1.991)  -0.68
C (-4.597, 0.282, -2.113)  -0.14
Cl (-3.148, -1.870, -2.997)  0.59
C (-0.931, 0.269, 0.920)  -0.19
C (-1.756, 0.323, 2.258)  -0.18
N (-2.390, 0.463, 3.207)  0.14
C (-1.072, 1.702, 0.247)  -0.14
C (0.286, 2.515, 0.154)  -0.16
C (0.925, 2.394, -1.302)  -0.16
C (2.499, 2.402, -1.339)  -0.15
N (3.140, 1.254, -0.678)  -0.14
C (3.217, 0.868, 0.657)  -0.10
C (4.028, -0.361, 0.779)  -0.06
C (4.463, -0.684, -0.625)  -0.10
C (3.868, 0.358, -1.483)  -0.09
H (1.739, -4.006, 1.887)  0.07
H (0.238, -4.852, 1.382)  0.05
H (0.152, -3.666, 2.839)  0.08
H (0.984, -1.861, 0.974)  0.10
H (0.622, -3.222, -0.234)  0.10
H (-1.588, -2.281, 1.803)  0.14
H (-1.655, -4.501, 0.492)  0.07
H (-1.707, -3.577, -1.113)  0.06
H (-3.081, -3.483, 0.094)  0.08
H (-3.650, -1.479, -0.205)  0.11
H (-3.365, 0.272, 0.080)  0.12
H (-2.429, 0.447, -2.370)  0.10
H (-4.572, 1.356, -1.790)  0.06
H (-5.243, -0.365, -1.444)  0.08
H (-4.929, 0.163, -3.183)  0.07
H (0.139, 0.071, 1.221)  0.14
H (-1.550, 1.682, -0.778)  0.11
H (-1.785, 2.314, 0.881)  0.12
H (0.979, 2.267, 0.999)  0.08
H (0.004, 3.605, 0.293)  0.10
H (0.487, 1.520, -1.855)  0.08
H (0.591, 3.317, -1.874)  0.10
H (2.794, 2.336, -2.431)  0.12
H (2.902, 3.407, -1.000)  0.13
H (2.757, 1.402, 1.518)  0.07
H (4.289, -0.908, 1.721)  0.08
H (5.121, -1.543, -0.899)  0.08
H (4.003, 0.430, -2.594)  0.12
C (1.291, 1.879, 4.534)  -0.67
O (1.887, 1.652, 3.491)  0.01
N (1.843, 1.651, 5.756)  0.15
N (0.028, 2.378, 4.562)  0.16
H (1.373, 1.829, 6.623)  0.09
H (2.778, 1.281, 5.774)  0.11
H (-0.414, 2.559, 3.678)  0.09
H (-0.477, 2.570, 5.407)  0.10
C (-6.585, 3.863, -2.636)  -0.71
O (-5.474, 3.371, -2.709)  0.03
N (-7.719, 3.168, -2.934)  0.16
N (-6.795, 5.150, -2.247)  0.15
H (-8.642, 3.555, -2.879)  0.10
H (-7.606, 2.212, -3.224)  0.11
H (-5.981, 5.697, -2.017)  0.12
H (-7.702, 5.573, -2.178)  0.10
C (6.972, -3.690, 0.921)  -0.69
O (7.020, -2.633, 0.311)  0.01
N (6.729, -3.755, 2.260)  0.15
N (7.156, -4.891, 0.318)  0.16
H (6.684, -4.614, 2.777)  0.09
H (6.587, -2.885, 2.742)  0.10
H (7.338, -4.884, -0.671)  0.11
H (7.118, -5.770, 0.802)  0.07
C (0.267, 6.771, -1.728)  -0.69
O (0.033, 5.846, -0.968)  0.02
N (1.168, 6.675, -2.745)  0.15
N (-0.352, 7.978, -1.624)  0.15
H (1.374, 7.423, -3.380)  0.09
H (1.645, 5.797, -2.852)  0.10
H (-1.024, 8.087, -0.885)  0.11
H (-0.174, 8.751, -2.238)  0.09
C (3.361, -3.799, -3.223)  -0.70
O (4.534, -4.134, -3.148)  0.01
N (2.820, -2.835, -2.436)  0.17
N (2.492, -4.368, -4.108)  0.14
H (1.858, -2.548, -2.484)  0.03
H (3.430, -2.388, -1.768)  0.05
H (2.856, -5.087, -4.709)  0.10
H (1.526, -4.109, -4.187)  0.09
C (-6.111, 4.287, 1.625)  -0.69
O (-5.534, 5.346, 1.436)  0.02
N (-6.120, 3.662, 2.835)  0.15
N (-6.797, 3.642, 0.643)  0.16
H (-6.587, 2.792, 3.010)  0.09
H (-5.623, 4.109, 3.585)  0.10
H (-6.811, 4.077, -0.266)  0.05
H (-7.279, 2.773, 0.775)  0.09
C (3.836, -6.938, 1.403)  -0.68
O (5.035, -6.721, 1.468)  0.02
N (3.228, -7.924, 2.118)  0.15
N (3.007, -6.210, 0.611)  0.17
H (2.245, -8.117, 2.079)  0.09
H (3.812, -8.483, 2.716)  0.10
H (3.423, -5.471, 0.066)  0.11
H (2.020, -6.369, 0.541)  0.08

---

E_HOMO, respectively: -8.72; -9.70; -7.10 eV.
Relative energy (zero: lowest compared OMol25 entry of this formula, charge and spin), respectively: 59.4; 11.3; 0.0 kcal/mol.